DFT (ωB97M-V/def2-TZVPD) results for the molecule C3H9O2PS at a distorted geometry.

Computed properties:
LUMO	0.63	eV
relative energy (zero: lowest compared OMol25 entry of this formula, charge and spin)	212.9	kJ/mol
highest occupied orbital energy	-8.83	eV
total charge	0

The geometry in XYZ format:
```
16
Properties=species:S:1:pos:R:3:forces:R:3:lowdin_charge:R:1
C 1.10214 1.28612 0.52719 0.91 0.03 2.90 -0.20
C 1.67621 -1.63650 0.03211 0.19 2.17 1.72 -0.20
C -2.57149 0.48332 -0.77216 3.54 -4.97 -0.74 -0.09
O 0.66611 0.09943 -1.82210 -0.45 0.16 -2.61 -0.37
O -1.36271 -0.19717 1.84304 0.17 0.76 2.14 -0.65
P 0.67280 -0.20014 -0.40845 0.02 -0.07 1.95 0.43
S -1.33546 -0.77114 0.50848 -1.00 0.87 -3.39 0.74
H 0.15741 1.50151 1.10071 0.85 0.33 -0.54 0.04
H 1.94316 1.26870 1.36658 -1.72 -0.52 -1.78 0.10
H 1.41793 2.07312 -0.15958 -0.48 -0.15 -0.10 0.04
H 1.65235 -1.67317 1.14055 0.24 -0.25 -0.52 0.06
H 1.26017 -2.50262 -0.37519 -0.46 -1.40 -0.76 0.02
H 2.67808 -1.39348 -0.32309 0.03 -0.34 0.02 0.06
H -2.56382 1.39787 -0.35075 0.26 3.09 1.29 -0.02
H -3.48277 -0.05677 -0.61226 -0.41 -0.20 -0.58 0.01
H -1.91011 0.32093 -1.69506 -1.69 0.48 1.01 0.04
```
Forces are in eV/Å.